Computed, not measured: a structure of composition C56H34CaF15GeN2O3P2S2 at a distorted geometry, with ωB97M-V with the def2-TZVPD basis set.

Geometry as ORCA input:
```
! wB97M-V def2-TZVPD RIJCOSX def2/J DEFGRID3
* xyz -1 1
Ca 1.17 -1.66 0.21
C 2.07 -3.84 2.78
P 0.58 -3.91 1.67
C -0.80 -3.55 2.82
C -1.85 -4.42 3.09
C -2.93 -4.01 3.87
C -2.97 -2.73 4.38
C -1.93 -1.84 4.10
C -0.86 -2.25 3.32
C 0.51 -5.73 1.46
C 0.43 -6.62 2.53
C 0.47 -7.99 2.31
C 0.61 -8.48 1.02
C 0.71 -7.61 -0.05
C 0.66 -6.24 0.17
C 2.98 -2.68 2.48
C 4.30 -2.60 2.89
C 4.68 -1.27 2.70
C 3.58 -0.60 2.19
C 3.45 0.89 2.10
P 3.46 1.77 0.42
C 1.71 2.33 0.49
C 1.46 3.70 0.45
C 0.17 4.18 0.65
C -0.88 3.30 0.88
C -0.64 1.94 0.92
C 0.65 1.46 0.74
C 3.42 0.28 -0.65
C 2.46 0.00 -1.63
C 2.57 -1.16 -2.39
C 3.60 -2.05 -2.17
C 4.58 -1.76 -1.22
C 4.51 -0.59 -0.49
N 2.53 -1.47 2.02
H 2.62 -4.77 2.66
H 1.73 -3.79 3.83
H -1.84 -5.43 2.69
H -3.73 -4.70 4.08
H -3.80 -2.41 4.99
H -1.97 -0.83 4.49
H -0.06 -1.55 3.08
H 0.33 -6.24 3.54
H 0.39 -8.67 3.15
H 0.65 -9.55 0.86
H 0.83 -7.99 -1.05
H 0.74 -5.54 -0.66
H 4.90 -3.40 3.30
H 5.65 -0.83 2.93
H 4.27 1.33 2.67
H 2.52 1.19 2.57
H 2.28 4.38 0.30
H -0.02 5.25 0.64
H -1.88 3.68 1.01
H -1.44 1.23 1.06
H 0.83 0.39 0.80
H 1.66 0.71 -1.84
H 1.84 -1.35 -3.17
H 3.67 -2.96 -2.75
H 5.41 -2.44 -1.07
H 5.30 -0.33 0.20
N 0.70 0.58 3.82
C -0.03 1.09 4.55
C -0.97 1.72 5.42
C -0.85 1.62 6.80
C -1.81 2.21 7.61
C -2.88 2.88 7.05
C -3.01 2.97 5.67
C -2.05 2.39 4.85
H -0.01 1.09 7.23
H -1.72 2.14 8.69
H -3.63 3.33 7.69
H -3.85 3.49 5.23
H -2.13 2.45 3.77
F 1.87 2.92 -3.10
C 1.32 4.12 -2.90
C -0.05 4.26 -3.07
C -0.58 5.50 -2.79
F -1.90 5.72 -2.89
C 0.21 6.57 -2.41
F -0.33 7.77 -2.14
C 1.58 6.41 -2.31
F 2.35 7.44 -1.96
C 2.14 5.17 -2.55
F 3.46 5.01 -2.43
Ge -1.10 2.58 -3.49
S -0.96 0.95 -2.20
C -0.52 2.06 -5.36
C 0.59 2.50 -6.06
F 1.25 3.59 -5.66
C 1.03 1.88 -7.21
F 2.11 2.33 -7.87
C 0.36 0.77 -7.70
F 0.78 0.17 -8.81
C -0.77 0.32 -7.04
F -1.44 -0.73 -7.53
C -1.19 0.97 -5.89
F -2.31 0.55 -5.30
C -2.98 3.27 -3.80
C -3.81 3.38 -2.70
F -3.29 3.28 -1.47
C -5.17 3.62 -2.81
F -5.94 3.72 -1.72
C -5.73 3.78 -4.06
F -7.04 4.02 -4.18
C -4.93 3.71 -5.18
F -5.47 3.89 -6.39
C -3.58 3.46 -5.04
F -2.84 3.43 -6.16
C -1.87 -3.99 -0.89
S -0.73 -2.66 -1.28
O -0.87 -1.72 -0.15
O -1.09 -2.20 -2.58
O 0.64 -3.23 -1.23
H -2.87 -3.56 -1.01
H -1.71 -4.33 0.13
H -1.72 -4.80 -1.61
*
```

Properties
LUMO energy, eV: 1.73
Total energy, eV: -223714.6191
Frontier orbital gap, eV: 6.515
HOMO, eV: -4.79
ΔE to the lowest compared entry with this formula, charge and spin, eV: 2.535